A structure of composition C11H4BrCl5NReSbSe4 at a distorted geometry, computed with ωB97M-V/def2-TZVPD.

The frontier orbital gap (alpha / beta) is 4.8 / 4.8 eV. Its strongest force on any atom is 0.047 Eh/bohr. As for the total energy: -15274.40546 Eh. The total charge is +3. The calculation puts the energy above the lowest of the compared OMol25 structures with the same formula, charge and spin at 23.3 kcal/mol. For the HOMO energy (alpha / beta), the calculation gives -17.7999 / -17.8007 eV.

Last column: Mulliken charge in e.
Atoms and positions in Å:
Re  0.402  -0.314  0.566  0.42
Cl  -1.748  -1.013  1.539  -0.19
C  -1.403  -2.396  0.475  1.27
C  -0.221  -2.087  -0.178  -0.64
C  0.138  -2.926  -1.229  1.21
Cl  1.474  -2.465  -2.225  -0.13
C  -0.590  -4.075  -1.499  -0.44
Cl  -0.103  -5.114  -2.747  -0.11
C  -1.741  -4.376  -0.727  0.96
Cl  -2.604  -5.782  -1.023  -0.05
C  -2.199  -3.484  0.272  -0.72
Cl  -3.624  -3.714  1.148  -0.09
Se  4.986  -2.598  -0.570  -0.07
Sb  4.411  -0.403  -0.114  1.17
Se  1.478  -0.021  -1.377  0.04
Se  2.088  -0.785  1.912  0.05
Se  5.075  1.756  0.265  -0.11
Br  -1.179  1.334  3.378  -0.03
C  -0.374  2.404  2.094  0.59
C  -0.406  3.764  2.337  -0.70
C  0.275  4.617  1.490  -0.20
C  0.976  4.074  0.422  -1.09
C  0.947  2.721  0.228  -0.01
N  0.278  1.842  1.040  -0.06
H  -0.954  4.139  3.190  0.44
H  0.261  5.686  1.663  0.47
H  1.531  4.699  -0.265  0.45
H  1.455  2.311  -0.629  0.57